(1)
74
Properties=species:S:1:pos:R:3:forces:R:3:lowdin_charge:R:1 method="wB97M-V/def2-TZVPD" homo_energy_ev="-16.17 / -16.50" total_charge=+3 e_above_lowest_kcal_mol=3.4 gap_ev="4.98 / 7.26"
Lu -2.20927 0.97418 0.09507 1.79 -2.61 2.51 1.518
P -2.96002 -1.72704 0.22331 -0.56 -0.76 0.38 0.685
P 0.74232 -0.79764 1.92501 0.64 0.37 0.26 0.776
P 2.77325 -2.65391 -2.30441 0.61 -1.12 -0.43 0.952
H -2.48876 3.36535 -1.36795 0.13 -0.20 0.29 0.080
C -2.45959 2.29388 -1.57309 -1.89 1.24 -1.88 -0.287
C -3.70028 1.55121 -1.40652 0.03 2.15 -1.22 -0.270
H -4.60005 2.06328 -1.08788 0.06 0.31 0.29 0.076
C -4.58558 -1.80938 1.06472 -0.02 0.29 0.07 -0.259
C -1.98241 -2.92644 1.17090 -0.03 -0.49 0.04 -0.300
C -3.28039 -2.63611 -1.30571 -0.01 0.20 -0.46 -0.265
C 2.02774 0.48427 1.70636 0.16 0.36 -0.28 -0.315
C 0.18866 -0.31434 3.60224 -0.47 -0.12 0.17 -0.300
C 1.89084 -2.16787 2.41965 -0.27 -0.65 -0.18 -0.268
C 1.76521 -3.12515 -3.73696 -0.32 0.24 0.37 -0.207
C 2.58832 -3.84306 -0.95449 -1.04 -0.24 -0.52 -0.213
C 4.50737 -2.51355 -2.80629 -0.01 0.44 -0.02 -0.191
H -1.74042 2.05224 -2.34823 0.05 -0.39 -0.25 0.054
H -3.94271 0.77434 -2.07903 0.02 -1.19 -0.64 0.042
H -5.35144 -1.33284 0.44063 0.11 -0.11 0.15 0.057
H -4.53912 -1.27823 2.02488 -0.09 -0.18 -0.16 0.047
H -4.86587 -2.85517 1.24752 0.07 0.26 -0.07 0.070
H -1.77179 -2.56193 2.17264 0.01 0.03 0.09 0.025
H -1.03431 -3.11256 0.66687 0.03 0.04 0.03 0.015
H -2.52969 -3.88389 1.25143 0.15 0.45 -0.07 0.077
H -3.90658 -2.04205 -1.97528 0.00 -0.09 0.03 0.050
H -3.78478 -3.58032 -1.09875 0.01 0.02 0.07 0.070
H -2.34239 -2.84286 -1.81894 0.04 -0.05 -0.05 0.038
H 2.46106 0.78790 2.66808 -0.04 -0.10 -0.21 0.064
H 1.58708 1.35530 1.20772 0.21 0.01 0.09 0.010
H 2.81762 0.08981 1.05289 -0.24 0.28 0.21 0.031
H 1.00131 -0.47625 4.32136 -0.26 0.16 -0.10 0.057
H -0.67503 -0.92916 3.88794 0.18 0.17 0.16 0.039
H -0.11086 0.74044 3.62184 0.04 -0.15 0.00 0.014
H 2.90239 -1.99067 2.02287 -0.38 -0.02 0.13 0.043
H 1.52122 -3.12419 2.02112 0.22 0.14 0.27 0.023
H 1.94878 -2.24614 3.51912 0.02 0.00 -0.52 0.057
H 1.98146 -4.17682 -4.03290 -0.16 0.67 0.16 0.090
H 2.01985 -2.41815 -4.54259 -0.22 -0.38 0.13 0.067
H 0.70112 -2.99407 -3.43811 0.62 -0.27 -0.46 0.056
H 2.91957 -4.83910 -1.32071 -0.18 0.48 0.36 0.089
H 1.49429 -3.86624 -0.69062 1.10 -0.17 -0.10 0.064
H 3.18173 -3.50524 -0.11218 0.05 -0.13 0.17 0.043
H 4.71275 -3.16281 -3.68202 -0.16 0.33 0.46 0.085
H 5.15197 -2.80289 -1.95791 -0.20 0.27 -0.42 0.073
H 4.66579 -1.44702 -3.08703 0.20 -0.74 0.13 0.072
C 1.83230 0.71271 -2.35746 -0.40 -0.48 -0.09 -0.346
C 2.68534 1.79904 -2.41987 1.53 0.62 0.12 -0.014
C 2.81891 2.55461 -3.58751 -1.46 -0.71 -0.99 -0.022
C 1.95250 2.28691 -4.69903 0.41 -0.95 2.01 -0.010
C 0.94405 1.29779 -4.52954 0.19 0.44 -0.40 -0.058
C 0.88150 0.50797 -3.37961 0.13 0.16 0.10 -0.053
O 1.98330 -0.13358 -1.27729 -0.68 0.62 -0.17 -0.066
H 2.03851 -1.12997 -1.51989 -0.12 0.44 -0.31 -0.018
H 3.36164 1.98782 -1.56115 -0.42 -0.23 -0.70 0.138
H 3.60093 3.29066 -3.67826 -0.01 0.18 0.09 0.117
H 2.11254 2.76337 -5.64997 -0.17 0.25 -0.09 0.114
H 0.21725 1.14376 -5.34318 0.44 -0.01 0.49 0.124
H 0.10739 -0.25789 -3.26118 0.35 0.11 -0.18 0.107
C -0.96064 4.26631 4.41459 1.07 0.78 -0.88 0.019
N -1.51845 3.35464 3.39388 0.67 -0.25 -0.78 -0.103
C -2.62465 2.48383 3.79877 -0.64 -0.24 -0.09 -0.001
C -1.00320 3.22245 2.17689 -1.85 -0.74 1.61 -0.411
C 0.15896 3.99674 1.76867 1.46 0.82 0.05 0.028
O -1.58254 2.35201 1.39615 1.08 1.29 1.07 -0.273
H -0.96755 5.32117 4.04604 -0.13 -0.83 0.30 0.124
H 0.09473 4.01344 4.66488 -0.76 0.00 -0.16 0.119
H -1.57470 4.18135 5.28667 -0.15 0.11 0.44 0.088
H -3.47350 2.59970 3.08261 0.55 -0.03 0.69 0.111
H -2.30687 1.41339 3.80246 -0.19 0.80 0.12 0.091
H -2.93123 2.80121 4.81147 -0.01 -0.41 -0.67 0.112
H 1.05165 3.74108 2.40439 -0.83 0.21 -0.47 0.129
H 0.41160 3.78834 0.73558 0.00 -0.01 -0.12 0.092
H -0.00013 5.09203 1.87431 -0.01 -0.66 0.02 0.127

(2)
73
Properties=species:S:1:pos:R:3:forces:R:3:mulliken_spin:R:1 method="wB97M-V/def2-TZVPD" homo_energy_ev="-11.50 / -16.25" total_charge=+2 gap_ev="5.85 / 6.18" s_squared=8.770 spin_multiplicity=6
Ru -0.04079 -0.01831 0.01879 -3.76 1.64 3.64 3.839
P -0.01288 -2.26338 -0.43983 0.37 -2.97 -1.42 -0.054
P -0.04266 2.28322 -0.20313 0.69 3.11 -1.08 -0.112
N 0.01488 0.09278 -2.21969 -0.63 0.23 -0.41 0.164
C 0.10776 -2.39770 -2.28783 -1.09 0.51 0.42 0.037
H 0.77433 -3.19852 -2.56396 0.12 -0.28 -0.11 -0.001
H -0.89247 -2.61104 -2.66430 -0.03 -0.37 0.14 0.006
C 0.51499 -1.10015 -2.92610 0.84 0.94 -1.18 -0.020
H 1.59996 -1.03737 -3.07091 -0.09 0.22 0.56 0.026
H 0.13465 -0.98401 -3.94813 -0.05 -0.57 -0.02 0.002
C 0.49484 1.37551 -2.79041 0.92 -0.95 -1.36 -0.038
H 0.12164 1.37472 -3.82289 -0.09 0.51 0.11 0.002
H 1.58602 1.34252 -2.94317 -0.27 -0.34 0.56 0.023
C 0.08963 2.60307 -2.02434 -1.05 -0.43 0.30 0.054
H -0.90280 2.86323 -2.38875 -0.09 0.34 0.19 0.004
H 0.75960 3.43160 -2.21673 0.07 0.13 -0.04 0.001
C 1.39520 3.21548 0.48093 0.57 -0.20 0.02 0.050
C 1.65439 2.89210 1.94908 0.31 -0.01 0.33 0.042
H 2.58731 3.39319 2.25049 -0.32 -0.15 -0.02 0.001
H 1.80069 1.81835 2.11285 -0.07 0.19 0.04 0.008
H 0.84756 3.25021 2.59849 0.34 -0.08 -0.14 0.004
C -1.58274 3.12118 0.38266 -0.08 0.38 0.12 0.035
C -1.59987 3.34693 1.90233 -0.39 -0.30 0.08 0.021
H -2.64378 3.55654 2.19248 0.41 0.00 -0.06 0.002
H -0.98532 4.19893 2.21272 -0.16 -0.21 -0.15 0.001
H -1.28306 2.44818 2.44792 -0.04 0.28 -0.05 0.014
C -1.57034 -3.11443 0.06776 -0.02 -0.41 0.01 0.006
C -1.58726 -3.48569 1.55610 -0.40 0.25 0.19 0.018
H -2.63067 -3.72997 1.82488 0.45 0.01 -0.06 0.001
H -1.27450 -2.64260 2.18952 -0.03 -0.30 -0.11 0.018
H -0.96750 -4.36092 1.77856 -0.16 0.20 -0.09 0.002
C 1.41491 -3.27487 0.13213 0.52 0.22 -0.11 0.031
C 1.69847 -3.10822 1.61982 0.34 -0.13 0.33 0.044
H 2.57186 -3.72865 1.87688 -0.31 0.21 -0.02 0.001
H 0.85569 -3.43202 2.23889 0.32 0.05 -0.10 0.000
H 1.95723 -2.07655 1.86910 -0.08 -0.09 0.06 -0.001
C 1.83882 -0.02286 0.30319 4.59 -0.91 0.09 0.512
O 3.00213 -0.02910 0.49901 0.02 0.16 0.19 0.372
C -1.93490 4.43353 -0.36189 -0.04 -0.07 0.91 0.020
H -1.22706 5.24095 -0.13294 -0.24 -0.31 -0.13 0.001
H -2.00401 4.29732 -1.42302 -0.08 0.07 -0.51 0.000
H -2.92720 4.74247 0.01286 0.39 -0.08 -0.22 0.003
C -1.95067 -4.34066 -0.79213 -0.14 0.24 0.50 0.011
H -2.94565 -4.66205 -0.44664 0.31 0.02 -0.19 0.003
H -2.02206 -4.09546 -1.84410 -0.07 -0.11 -0.17 0.000
H -1.25718 -5.17114 -0.65175 -0.13 0.12 -0.06 0.000
C 1.35832 -4.76186 -0.25873 -0.06 -0.13 -0.12 0.013
H 2.35613 -5.18833 -0.07127 -0.33 0.14 -0.02 0.001
H 0.63950 -5.32361 0.35894 0.27 0.22 -0.28 0.000
H 1.14213 -4.92658 -1.32718 -0.03 0.01 0.45 0.000
C 1.37150 4.73432 0.24859 0.01 0.11 -0.10 0.015
H 0.66114 5.24516 0.91467 0.22 -0.18 -0.26 -0.001
H 2.37678 5.11660 0.48729 -0.33 -0.14 -0.04 0.002
H 1.17225 5.01365 -0.79627 -0.04 -0.03 0.36 0.000
H 2.22956 2.80251 -0.10952 -0.12 0.03 0.11 -0.008
H 2.24950 -2.81873 -0.42883 -0.13 -0.06 0.14 -0.005
H -2.32789 2.37590 0.14130 -0.53 -0.15 -0.07 0.020
H -2.29902 -2.32844 -0.09301 -0.38 0.09 -0.07 0.015
H -1.02116 0.05314 -2.23373 0.67 0.25 -0.55 -0.056
H -1.61403 -0.21360 -0.29998 -0.95 -0.96 -0.48 0.084
C -2.92638 0.05401 3.78549 -0.92 1.50 -0.64 -0.005
C -1.67438 -0.45733 4.44398 0.90 -1.34 0.01 0.016
C -0.54412 -0.13826 3.44023 -0.76 -0.67 0.34 0.136
O -1.19324 -0.07849 2.14790 -0.22 0.15 -0.55 -0.439
C -2.65144 -0.04780 2.26850 0.42 -1.64 1.08 0.039
H -3.85617 -0.48957 4.04421 0.62 0.34 0.01 0.001
H -3.06860 1.14174 4.02099 -0.03 -0.92 -0.03 0.000
H -1.73788 -1.56889 4.55663 0.08 0.85 0.09 0.001
H -1.44970 -0.01357 5.42086 -0.23 -0.17 -0.23 0.002
H -0.09007 0.81280 3.63210 0.35 0.59 0.14 0.007
H 0.21744 -0.91827 3.38171 0.01 0.14 0.10 -0.020
H -3.03132 -1.00437 1.86012 0.16 0.45 0.10 0.023
H -3.02328 0.75980 1.68832 -0.34 0.75 -0.43 0.010